Below is the molecule C5H4FN, with properties calculated with wB97M-V/def2-TZVPD.

- ΔE to the lowest compared entry with this formula, charge and spin: 162.9 kJ/mol
- Structure (SMILES): C=C/C=C(/F)C#N
- Kohn-Sham gap: 9.5 eV
- Energy: -9455.496 eV
- LUMO: -0.0053 Ha
- HOMO: -0.3559 Ha

Bonds (Å) are listed after each position.
CARTESIAN COORDINATES (ANGSTROEM)
1 C 2.1982 0.5530 0.2796  C2 1.333, H8 1.093, H9 1.092
2 C 1.7577 -0.6051 -0.2119  C1 1.333, C3 1.471, H10 1.088
3 C 0.3994 -1.1507 -0.0618  C2 1.471, C4 1.335, H11 1.081
4 C -0.7290 -0.4412 0.0065  C3 1.335, F5 1.354, C6 1.437
5 F -1.9209 -1.0676 0.1533  C4 1.354
6 C -0.8624 0.9865 -0.0865  C4 1.437, N7 1.151
7 N -0.9755 2.1301 -0.1578  C6 1.151
8 H 3.2324 0.8716 0.1266  C1 1.093
9 H 1.5758 1.2296 0.8680  C1 1.092
10 H 2.4344 -1.2324 -0.7880  C2 1.088
11 H 0.2907 -2.2261 -0.0370  C3 1.081